Entry from OMol25: an isolated molecule of C3H6S3 in a non-equilibrium geometry (ωB97M-V with the def2-TZVPD basis set).

Geometry (Å):
C -0.92433 -0.24692 -0.50506
C -0.13149 0.71027 0.43891
C 2.29582 -0.42669 0.17812
H -3.11184 0.46629 -0.45984
H -1.03395 0.20146 -1.52389
H -0.49355 -1.23505 -0.61172
H -0.14182 0.33490 1.47718
H -0.71665 1.62938 0.44806
H 1.58558 -1.12138 0.69166
S -2.61025 -0.63911 0.06992
S 1.50964 1.11029 -0.15148
S 3.77285 -0.78342 -0.05186

## Properties
- strongest force on any atom (eV/Å) = 4.1
- net charge = 0
- energy above the lowest of the compared OMol25 structures with the same formula, charge and spin (kJ/mol) = 70.2

These are the Löwdin partial charges, in e, on atoms 1 to 8: -0.633 -0.585 -1.151 -0.156 0.081 0.044 0.083 0.065

Entry from OMol25: an isolated molecule of C14H18N4OS (ωB97M-V with the def2-TZVPD basis set).

Geometry (Å):
C -0.61198 6.31264 -1.69253
H -1.45270 5.70492 -2.04285
O -0.27963 6.01579 -0.35784
C 0.13326 4.75597 -0.05391
C 0.48103 4.53262 1.28096
C 0.90199 3.29146 1.69776
C 0.98784 2.22881 0.79549
C 0.66992 2.45918 -0.53856
C 0.24021 3.70692 -0.95942
H 0.00674 3.84629 -2.00294
H 0.79279 1.67376 -1.26827
N 1.44041 0.99062 1.26336
C 1.11758 -0.26668 0.86039
N 0.10364 -0.41695 -0.02162
H -0.54218 0.35493 -0.11158
C -0.37276 -1.72148 -0.41171
H 0.50461 -2.34937 -0.58826
C -1.25009 -2.37278 0.66272
H -0.65350 -2.47815 1.57010
H -2.10717 -1.73320 0.88491
C -1.75743 -3.74760 0.21993
N -0.68013 -4.63350 -0.12331
C -0.37025 -5.10616 -1.35481
N 0.69114 -5.86116 -1.34276
C 1.10726 -5.88310 -0.04937
C 0.27292 -5.12942 0.72285
H 0.28069 -4.90619 1.76917
H 1.97659 -6.43734 0.24094
H -0.95227 -4.87924 -2.22661
H -2.34956 -4.19081 1.02856
H -2.39775 -3.64416 -0.66125
H -0.92777 -1.61226 -1.34695
S 1.97135 -1.53964 1.48156
H 2.09981 1.01291 2.02972
H 1.17174 3.13249 2.73125
H 0.41188 5.35653 1.97276
H 0.24334 6.17127 -2.36093
H -0.90156 7.36209 -1.69694

## Properties
- strongest force on any atom (eV/Å) = 0.7
- net charge = 0
- energy above the lowest of the compared OMol25 structures with the same formula, charge and spin (kJ/mol) = 105.9

These are the Löwdin partial charges, in e, on atoms 1 to 8: -0.089 0.095 -0.084 -0.281 0.003 -0.013 -0.252 -0.031

Entry from OMol25: a 2-piece molecular cluster, C9H11O3P overall in a non-equilibrium geometry (ωB97M-V with the def2-TZVPD basis set).

Geometry (Å):
C -2.61802 -0.02393 -1.92958
C -2.05855 1.27161 -1.76526
C -2.58316 -0.94973 -0.84887
C -1.34068 1.52634 -0.61912
C -1.92777 -0.57977 0.32907
C -1.34193 0.66754 0.50855
C 2.58497 -0.32137 0.34821
C 2.78635 1.12677 0.59752
C 1.20856 -2.20548 0.70712
O 3.43226 -1.00268 -0.17663
O 0.11495 2.45625 1.81653
O 1.43365 -0.77109 0.82200
P -0.46951 1.07110 2.01275
H -3.32385 -0.15295 -2.73237
H -1.90542 1.90284 -2.58709
H -2.99439 -1.93519 -0.97925
H -0.78042 2.49635 -0.43334
H -1.93562 -1.29827 1.19823
H 1.75680 1.53479 0.61815
H 3.32994 1.59967 -0.24073
H 3.24489 1.14127 1.54251
H 0.87249 -2.48213 -0.27974
H 0.34728 -2.31438 1.35044
H 2.16718 -2.75755 0.74089

## Properties
- strongest force on any atom (eV/Å) = 2.8
- net charge = 0
- energy above the lowest of the compared OMol25 structures with the same formula, charge and spin (kJ/mol) = 184.4

These are the Löwdin partial charges, in e, on atoms 1 to 8: -0.046 -0.073 -0.069 -0.090 -0.144 -0.451 -0.584 0.024

Entry from OMol25: a 4-piece molecular cluster, C2H12N2O4 overall in a non-equilibrium geometry (ωB97M-V with the def2-TZVPD basis set).

Geometry (Å):
N -0.72969 0.65083 -1.25112
C -0.28708 0.60717 0.15432
C 0.13132 -0.80167 0.52195
N -0.69051 -1.80244 0.10544
O 1.13376 -0.98046 1.19103
H -0.68010 1.57076 -1.66027
H -0.19427 -0.00253 -1.79686
H 0.61917 1.19349 0.36696
H -1.16629 1.04414 0.63981
H -1.64371 -1.57553 -0.19497
H -0.43134 -2.75167 0.30840
H 1.34167 1.51224 3.55426
H 1.33070 1.51633 2.08048
O 1.60900 2.06390 2.81726
H 2.39004 0.87427 -1.18856
H 2.57355 0.46922 -2.59567
O 2.09297 1.12372 -2.05534
H -3.22653 -1.68832 -1.86340
H -3.11318 -0.32502 -1.22651
O -3.23402 -1.25566 -1.00417

## Properties
- strongest force on any atom (eV/Å) = 1.5
- net charge = 0
- energy above the lowest of the compared OMol25 structures with the same formula, charge and spin (kJ/mol) = 112.5

These are the Löwdin partial charges, in e, on atoms 1 to 8: -0.008 -0.185 -0.546 0.169 0.036 0.073 0.058 0.090

Entry from OMol25: a 3-piece molecular cluster, C30H51N3O4 overall in a non-equilibrium geometry (ωB97M-V with the def2-TZVPD basis set).

Geometry (Å):
C 7.85766 0.92331 -1.68335
C 7.55053 2.04014 -2.73757
C 7.00209 1.31359 -4.01388
C 5.94610 2.13424 -4.80591
C 6.28300 2.24304 -6.32418
C 4.45360 1.65435 -4.64599
C 3.74616 2.94353 -4.07341
O 3.66598 4.03043 -4.54425
O 3.15887 2.56584 -2.85652
C 2.71852 1.20749 -3.11848
C 2.24287 0.77653 -1.68671
C 0.73845 0.49333 -1.60871
O -0.07190 1.33135 -1.32012
N 1.67579 1.43124 -4.13655
C 1.29859 0.42369 -4.74149
O 0.96979 -0.48134 -5.41249
C 4.08205 0.60199 -3.58050
C 4.14210 -0.87855 -3.92254
C 5.10282 -1.42392 -4.77838
C 5.17690 -2.76274 -5.07806
C 4.27015 -3.67237 -4.53132
C 3.28837 -3.14185 -3.71449
C 3.21556 -1.78850 -3.41424
H 6.88992 0.45022 -1.44538
H 8.37034 1.30876 -0.79638
H 8.44353 0.15206 -2.20857
H 6.86700 2.80590 -2.35049
H 8.53123 2.46553 -3.00323
H 7.87532 1.20334 -4.68281
H 6.69913 0.29272 -3.75082
H 6.01717 3.16939 -4.43513
H 5.58113 2.97832 -6.75107
H 6.14447 1.26369 -6.80344
H 7.28808 2.66377 -6.45765
H 4.00399 1.57274 -5.64858
H 2.47041 1.57974 -0.97415
H 2.81299 -0.10552 -1.36061
H 0.36193 -0.52988 -1.87158
H 4.74820 0.80814 -2.72602
H 5.85956 -0.76906 -5.21611
H 5.94716 -3.18844 -5.72362
H 4.34329 -4.73791 -4.74135
H 2.56671 -3.84781 -3.29669
H 2.39240 -1.50061 -2.76286
C -3.50259 1.01689 4.75215
C -3.36189 1.75548 3.42899
N -2.11138 2.47935 3.30124
C -2.09405 3.40784 2.18046
C -2.19476 2.82384 0.76840
C -0.90100 1.69700 3.48256
C -0.68469 0.48879 2.56304
H -3.36580 1.69341 5.59759
H -4.50171 0.58243 4.82925
H -2.78652 0.19779 4.84203
H -4.18536 2.47260 3.36745
H -3.50944 1.03926 2.60623
H -1.19346 4.02577 2.24327
H -2.92372 4.11012 2.31665
H -1.26675 2.35225 0.45863
H -2.39413 3.62638 0.05430
H -3.00462 2.09853 0.67538
H -0.87749 1.34183 4.51716
H -0.03442 2.35926 3.40672
H -1.58495 -0.11809 2.45305
H 0.09144 -0.15615 2.98352
H -0.34594 0.78823 1.57172
C -7.25985 -2.50203 7.08619
C -6.74299 -2.02759 5.73587
N -6.41208 -3.11035 4.82369
C -5.65849 -2.67403 3.65644
C -6.35187 -1.71962 2.68146
C -7.47432 -4.06638 4.55910
C -8.79230 -3.53423 3.98404
H -6.55625 -3.19158 7.55565
H -7.38800 -1.64770 7.75301
H -8.22922 -2.99650 7.00370
H -5.83886 -1.44172 5.92530
H -7.47806 -1.33533 5.29847
H -5.31179 -3.55163 3.10287
H -4.74227 -2.18724 4.00839
H -7.09779 -2.23110 2.07470
H -5.61481 -1.30261 1.99034
H -6.82931 -0.88110 3.19021
H -7.70110 -4.58845 5.49321
H -7.09142 -4.85019 3.90000
H -9.13459 -2.63146 4.49215
H -9.57377 -4.28850 4.10268
H -8.71562 -3.32344 2.91845

## Properties
- strongest force on any atom (eV/Å) = 2.8
- total energy (Ha) = -1638.86657
- net charge = 0

These are the Löwdin partial charges, in e, on atoms 1 to 8: -0.110 -0.228 -0.185 -0.303 -0.057 -0.109 -0.407 0.167

Entry from OMol25: C59H53N4O5SSbTi as an isolated structure in a non-equilibrium geometry (ωB97M-V with the def2-TZVPD basis set).

Geometry (Å):
Ti 0.95109 0.53053 0.55240
O -0.77000 4.34622 1.38438
C -0.06185 3.56535 0.76830
O 0.04181 2.29855 0.99838
C 0.88191 4.13531 -0.28412
C 2.30832 4.08509 0.30540
C 3.25663 4.97564 -0.50705
C 3.44321 4.13054 -1.79063
C 2.57400 2.91151 -1.47215
O 2.75076 2.76472 -0.04930
C 1.07833 3.28397 -1.57983
C 0.14232 2.08698 -1.59743
O -0.99968 2.19617 -1.94949
O 0.70331 0.93223 -1.19869
H 0.56834 5.15360 -0.48996
H 2.35006 4.20412 1.38072
H 4.19689 5.11210 0.01815
H 2.81873 5.95277 -0.69680
H 4.47884 3.82981 -1.91868
H 3.10865 4.63671 -2.69240
H 2.82273 1.97119 -1.94671
H 0.84878 3.84591 -2.48143
C 1.93408 2.27511 4.43670
C 3.31891 2.23527 4.43539
C 3.96557 1.55169 3.41419
C 3.21299 0.89848 2.44333
N 1.87196 0.96230 2.43886
C 1.25733 1.64624 3.40682
C 3.84047 0.19262 1.29858
C 5.20044 -0.09956 1.18964
C 5.70901 -0.59885 0.00677
C 4.87268 -0.76299 -1.09306
C 3.51560 -0.48644 -0.97488
C 2.96944 -0.01888 0.23154
H 1.35960 2.79633 5.18361
H 3.88753 2.75014 5.19274
H 5.04096 1.50701 3.36159
H 0.17451 1.69669 3.38896
H 5.87179 0.04706 2.02530
H 6.75906 -0.84230 -0.06117
H 5.28506 -1.10387 -2.03341
H 2.85448 -0.57314 -1.82204
C 3.37778 -1.35823 -6.11818
C 2.18759 -2.26767 -6.29264
C 1.86379 -2.81256 -7.52861
C 0.75285 -3.62027 -7.70445
C -0.06904 -3.87979 -6.61173
C 0.23102 -3.35317 -5.37047
C 1.36759 -2.56028 -5.19270
N 1.73545 -2.11057 -3.92506
C 0.73657 -1.90813 -2.89789
N 1.09139 -2.57210 -1.78597
C 0.59925 -2.61322 -0.42590
C 0.81076 -1.62557 0.54188
C 0.62858 -2.05038 1.87267
C 0.21000 -3.31043 2.23112
C -0.11888 -4.22411 1.23032
C 0.08436 -3.88658 -0.09555
C -0.23989 -4.88426 -1.18909
N -0.37966 -1.31433 -3.06800
C -0.60369 -0.44907 -4.14184
C 0.27498 0.56920 -4.51578
C -0.03144 1.45114 -5.53925
C -1.24089 1.34077 -6.21158
C -2.13398 0.34977 -5.82216
C -1.84105 -0.54085 -4.79785
C -2.83626 -1.57708 -4.34118
H 3.88065 -1.19271 -7.06807
H 4.11105 -1.77412 -5.42340
H 3.07006 -0.38668 -5.72493
H 2.50369 -2.58669 -8.37405
H 0.52233 -4.02616 -8.67983
H -0.95656 -4.48663 -6.72822
H -0.41297 -3.54314 -4.52140
H 2.51407 -1.47705 -3.89566
H 1.85728 -3.20882 -1.94779
H 0.82869 -1.35297 2.67195
H 0.06105 -3.56032 3.27046
H -0.55378 -5.18344 1.47667
H -0.89458 -5.66143 -0.80117
H 0.65505 -5.37504 -1.57924
H -0.73358 -4.40278 -2.03275
H 1.19433 0.68248 -3.96584
H 0.66810 2.23900 -5.78978
H -1.50016 2.03138 -7.00206
H -3.09567 0.27071 -6.31484
H -3.73033 -1.55580 -4.96079
H -3.11221 -1.39477 -3.30348
H -2.40573 -2.57726 -4.37224
S -1.60057 -0.10499 0.95320
Sb -1.72564 -0.22625 3.36871
C -1.64180 1.88023 5.06144
C -1.62311 3.20690 4.58176
C -1.75034 4.31191 5.42201
C -1.89569 4.13581 6.79508
C -1.90155 2.84502 7.31134
C -1.76949 1.75611 6.45069
C -2.76259 -2.26454 3.61739
C -3.41229 -2.91266 2.55956
C -4.14387 -4.07354 2.76159
C -4.24266 -4.62775 4.03566
C -3.59818 -4.00909 5.09841
C -2.87111 -2.84121 4.88120
C -3.78559 0.51094 3.36689
C -4.35737 1.18023 2.28686
C -5.66173 1.66090 2.34723
C -6.42389 1.47805 3.49149
C -5.86600 0.81487 4.58060
C -4.56539 0.34655 4.51463
H -1.49386 3.39507 3.52131
H -1.73267 5.31417 5.00651
H -1.99885 4.99005 7.45438
H -2.01135 2.69567 8.38205
H -1.78621 0.75800 6.89454
H -3.33054 -2.48635 1.56564
H -4.63708 -4.55758 1.92580
H -4.81239 -5.53501 4.19650
H -3.67034 -4.43225 6.09420
H -2.37222 -2.36903 5.72445
H -3.76428 1.31630 1.39245
H -6.08125 2.18472 1.49682
H -7.43973 1.85159 3.54184
H -6.44713 0.67395 5.48447
H -4.14589 -0.15873 5.37718

## Properties
- strongest force on any atom (eV/Å) = 2.2
- net charge = -2
- energy above the lowest of the compared OMol25 structures with the same formula, charge and spin (kJ/mol) = 196.8

These are the Löwdin partial charges, in e, on atoms 1 to 8: 0.904 0.063 -0.568 -0.199 -0.084 -0.232 -0.095 -0.094

Entry from OMol25: a 13-piece molecular cluster, C59H68N10O9 overall in a non-equilibrium geometry (ωB97M-V with the def2-TZVPD basis set).

Geometry (Å):
C 4.72836 3.18437 2.90577
O 3.79968 2.23222 2.42100
C 3.69708 1.00834 3.00482
O 2.78986 0.23354 2.63962
O 4.57024 0.80215 3.94505
C 4.47343 -0.56261 4.56551
H 4.64650 3.41870 3.95861
H 4.65130 4.16726 2.47671
H 5.75033 2.97310 2.80650
H 4.24595 -1.30534 3.80493
H 3.69634 -0.67855 5.30142
H 5.40851 -0.73250 5.06945
C 2.03312 5.00844 0.55304
O 1.07223 4.30398 1.35625
C 0.77211 4.87218 2.52664
O 1.25753 5.91712 2.95832
O -0.11162 4.11360 3.17544
C -0.57912 4.62812 4.42962
H 1.67409 5.93272 0.12105
H 2.25562 4.39168 -0.30719
H 2.98933 5.23359 1.02404
H 0.22457 4.61401 5.16296
H -1.47516 4.07788 4.76089
H -0.91568 5.66062 4.40652
C -5.40987 1.74026 4.44710
O -4.23302 1.69468 3.66635
C -3.97215 2.74696 2.90789
O -4.58026 3.81206 2.86621
O -2.94830 2.41930 2.11937
C -2.49067 3.41243 1.17111
H -5.56322 0.92388 5.14455
H -6.34894 1.76226 3.87688
H -5.38443 2.51547 5.17533
H -2.06976 4.33593 1.61012
H -3.32849 3.64976 0.52859
H -1.77541 2.81531 0.61536
N 3.08034 -3.92375 1.97954
C 2.69203 -5.16994 2.17216
C 1.39093 -5.52815 2.32062
C 0.39904 -4.56257 2.25973
C 0.80936 -3.27374 2.07984
C 2.15171 -2.98143 1.97171
H 3.50759 -5.89975 2.16760
H 1.18328 -6.56250 2.51595
H -0.63398 -4.79052 2.45596
H 0.07317 -2.50246 2.15889
H 2.51547 -1.98226 1.93988
N 4.99108 2.81794 -2.78998
C 4.16826 3.03441 -1.75912
C 3.94335 2.10408 -0.77240
C 4.62782 0.90544 -0.77911
C 5.47237 0.65594 -1.84715
C 5.66342 1.67993 -2.77106
H 3.62683 3.96789 -1.77292
H 3.29925 2.38354 0.03830
H 4.29832 0.14089 -0.09623
H 5.97498 -0.28611 -1.98169
H 6.30787 1.44537 -3.61080
N -2.67809 -2.36831 -6.53564
C -1.89333 -1.39067 -6.10697
C -2.12652 -0.58711 -4.98971
C -3.26930 -0.76478 -4.26769
C -4.13722 -1.76401 -4.74425
C -3.74397 -2.54667 -5.78611
H -1.00138 -1.17884 -6.68504
H -1.34256 0.14034 -4.79540
H -3.50823 -0.10503 -3.43532
H -5.00068 -2.02474 -4.17309
H -4.37011 -3.41496 -6.01593
N -2.90324 -4.18912 3.32651
C -3.68185 -4.47458 4.33640
C -4.68630 -3.59619 4.72876
C -4.80775 -2.38569 4.05859
C -3.93858 -2.10632 3.06868
C -2.97633 -3.01737 2.72138
H -3.56806 -5.41906 4.81784
H -5.42091 -3.96158 5.45278
H -5.63443 -1.78323 4.31466
H -3.97917 -1.21247 2.47553
H -2.39946 -2.87151 1.82695
N -0.15651 -5.86824 -2.30419
C -0.53116 -5.27594 -1.14230
C -1.37768 -4.20424 -1.06449
C -1.84691 -3.72515 -2.25758
C -1.49212 -4.27142 -3.45372
C -0.62220 -5.36145 -3.44213
H -0.12927 -5.77693 -0.26611
H -1.63288 -3.81757 -0.08612
H -2.53998 -2.90478 -2.32265
H -1.69301 -3.80703 -4.42099
H -0.14350 -5.78430 -4.31181
N 3.96502 -2.24112 -2.45512
C 3.03380 -2.43033 -1.52124
C 1.69443 -2.21365 -1.75571
C 1.25418 -1.84287 -2.99101
C 2.22154 -1.66127 -3.96119
C 3.55765 -1.85399 -3.63080
H 3.42322 -2.72212 -0.56908
H 1.04865 -2.62220 -0.99786
H 0.25588 -1.66898 -3.30384
H 1.99058 -1.29769 -4.93239
H 4.31879 -1.59277 -4.37402
N 1.49572 -1.30212 6.28323
C 0.67485 -1.42762 5.21669
C -0.52097 -2.14201 5.28322
C -0.84759 -2.73687 6.51321
C -0.01401 -2.60415 7.56667
C 1.13588 -1.82080 7.42079
H 1.00996 -0.99945 4.29334
H -1.05875 -2.25884 4.34737
H -1.75811 -3.27657 6.63698
H -0.27240 -3.12676 8.49380
H 1.78419 -1.65587 8.26009
N -1.69143 -0.39498 0.79648
C -1.78922 -0.31541 -0.52321
C -0.84651 0.31025 -1.33661
C 0.16444 0.95398 -0.68084
C 0.33805 0.86507 0.68345
C -0.59601 0.13170 1.35577
H -2.71336 -0.69940 -0.94298
H -1.06843 0.57981 -2.36442
H 0.89297 1.54852 -1.22736
H 1.08521 1.45808 1.17143
H -0.60621 0.19813 2.42340
N 0.85436 1.65942 -5.59933
C 0.80378 2.09127 -6.83389
C 1.56224 3.14285 -7.28078
C 2.47525 3.69650 -6.41427
C 2.56855 3.22967 -5.14438
C 1.77039 2.19950 -4.76674
H 0.08648 1.59296 -7.49735
H 1.48883 3.49951 -8.28178
H 3.08515 4.47608 -6.81947
H 3.23127 3.64834 -4.39039
H 1.88149 1.72234 -3.81202
N -3.71662 3.31045 -5.51261
C -2.43059 3.24014 -5.19623
C -1.90786 3.19198 -3.90578
C -2.81300 3.10169 -2.89758
C -4.21115 3.07759 -3.18708
C -4.56451 3.13155 -4.50013
H -1.76879 3.34838 -6.04835
H -0.84281 3.25293 -3.69797
H -2.42875 3.04815 -1.87140
H -4.92845 2.98682 -2.38844
H -5.61716 3.03793 -4.72862

## Properties
- strongest force on any atom (eV/Å) = 3.1
- net charge = 0
- energy above the lowest of the compared OMol25 structures with the same formula, charge and spin (kJ/mol) = 13.3

These are the Löwdin partial charges, in e, on atoms 1 to 8: -0.052 -0.013 -0.562 0.053 0.027 0.043 0.098 0.083